No. 1
34
Properties=species:S:1:pos:R:3:forces:R:3 method="wB97M-V/def2-TZVPD" mol_weight_g_mol=447.311 spin_multiplicity=6 homo_lumo_gap_ev="6.1 / 4.8" e_above_lowest_kcal_mol=81.4 charge=+2 fmax_ev_per_a=4.6 lumo_energy_ha="-0.2568 / -0.4253" total_energy_ev=-25554.3325 s_squared=8.80
H -0.341 2.272 2.484 -0.16 0.29 0.28
N 0.099 1.356 0.659 -0.11 2.60 2.20
B 0.731 0.652 -1.645 -0.93 -1.59 0.18
N 0.570 1.747 -0.565 1.18 3.73 0.02
C 0.778 3.075 -0.543 0.05 -1.90 -1.96
Ir -0.542 -0.776 1.226 1.23 0.49 -2.63
H 1.086 3.629 -1.433 0.03 -0.27 0.37
C 0.422 3.572 0.732 -0.87 -1.19 1.30
H 0.388 4.550 1.121 0.24 1.15 0.02
C -0.030 2.425 1.470 0.89 -1.94 -2.29
H 1.107 1.070 -2.706 -0.17 -0.16 0.38
C -2.004 -1.605 2.046 -4.22 -0.64 1.68
H -2.571 -0.560 2.154 0.35 -1.95 0.18
H -1.773 -2.002 3.053 -0.34 0.16 -0.37
H -2.632 -2.363 1.513 0.65 0.63 0.34
N -0.757 0.081 -1.657 -0.60 -1.06 0.20
N 1.582 -0.501 -1.040 0.58 -0.17 0.33
N -1.391 -0.511 -0.524 -0.89 1.27 -2.85
N 1.274 -1.025 0.193 1.36 1.19 -0.18
C -1.597 -0.026 -2.708 -0.30 -0.36 3.50
C 2.806 -0.971 -1.377 -0.50 0.99 -0.83
H -1.248 0.250 -3.635 0.39 0.60 -2.01
H 3.218 -0.698 -2.350 -0.01 -0.20 0.40
C -2.807 -0.528 -2.235 -0.08 -0.17 0.30
C 3.318 -1.717 -0.344 1.00 -1.01 1.03
C -2.675 -0.795 -0.886 0.35 -0.55 0.08
C 2.353 -1.703 0.658 -0.53 -0.05 -0.83
H -3.680 -0.713 -2.787 -0.84 -0.19 -0.74
H 4.273 -2.265 -0.297 -0.68 0.58 -0.15
H -3.362 -1.303 -0.149 0.81 0.93 -1.23
H 2.299 -2.132 1.662 0.25 -0.02 -0.58
H 0.141 -2.218 1.273 0.24 -2.84 0.31
N 0.786 0.085 3.771 0.01 -0.36 -0.05
C 0.179 -0.353 2.864 1.60 2.02 3.59



No. 2
35
Properties=species:S:1:pos:R:3:forces:R:3 method="wB97M-V/def2-TZVPD" mol_weight_g_mol=358.359 homo_lumo_gap_ev=6.8 e_above_lowest_kcal_mol=22.9 charge=0 fmax_ev_per_a=2.5 lumo_energy_ha=-0.0201 total_energy_ev=-93533.5966
H 0.821 -2.945 1.242 0.02 0.12 -0.26
N 1.100 -1.666 -0.441 0.78 -1.04 0.20
B 2.006 -0.590 -2.602 -0.03 0.77 1.28
N 1.965 -1.723 -1.527 -1.13 -0.37 0.86
C 2.679 -2.859 -1.475 -0.50 0.24 0.57
Mg -0.442 -0.212 -0.123 1.55 1.89 -0.33
H 3.383 -3.080 -2.262 0.00 -0.04 0.14
C 2.317 -3.555 -0.326 -0.06 0.15 0.04
H 2.701 -4.498 0.011 0.09 -0.09 0.03
C 1.338 -2.766 0.304 0.56 0.36 -1.34
H 2.787 -0.828 -3.469 -0.02 -0.15 -0.20
C -1.207 1.833 0.307 -0.37 -0.81 -0.81
H -1.926 2.013 1.104 -0.20 0.08 0.09
H -1.721 1.999 -0.657 0.05 0.39 0.28
H -0.412 2.582 0.383 0.02 -0.17 -0.05
N 2.466 0.696 -1.815 -0.46 0.36 0.90
N 0.563 -0.394 -3.121 -1.42 -0.19 0.81
N 1.769 1.062 -0.680 0.17 0.04 -0.51
N -0.489 -0.239 -2.216 -0.17 0.16 -1.89
C 3.495 1.552 -2.017 -0.47 0.20 0.64
C 0.078 -0.424 -4.375 -0.49 0.18 0.50
H 4.166 1.419 -2.857 -0.12 0.08 0.17
H 0.744 -0.569 -5.215 -0.11 0.08 0.14
C 3.461 2.508 -0.999 -0.09 -0.37 -0.29
C -1.303 -0.246 -4.324 0.14 0.01 0.29
C 2.355 2.159 -0.192 0.39 -0.54 -0.97
C -1.611 -0.120 -2.956 1.39 -0.30 -0.32
H 4.128 3.340 -0.859 0.06 0.00 -0.05
H -2.003 -0.215 -5.142 0.10 0.02 -0.05
H 1.977 2.676 0.689 0.04 -0.32 -0.32
H -2.572 0.052 -2.487 0.18 -0.04 -0.01
H 0.114 0.717 2.560 -0.32 -0.60 -0.50
Se -3.056 -0.271 3.627 0.45 -0.25 -0.61
C -1.564 -0.219 2.785 1.57 0.66 0.28
N -0.458 -0.088 2.244 -1.60 -0.50 1.29



No. 3
34
Properties=species:S:1:pos:R:3:forces:R:3 method="wB97M-V/def2-TZVPD" mol_weight_g_mol=361.514 spin_multiplicity=5 homo_lumo_gap_ev="6.9 / 4.7" charge=+2 fmax_ev_per_a=4.7 lumo_energy_ha="-0.2690 / -0.4414" total_energy_ev=-26197.3493 s_squared=6.02
H -2.330 -1.214 -2.827 0.17 -0.23 0.01
N -0.689 -0.425 -1.719 0.03 -0.24 -0.23
B 1.158 1.007 -0.728 0.95 -0.24 -0.56
N 0.294 0.495 -1.929 0.11 -0.46 0.26
C 0.198 0.883 -3.205 -0.29 -0.03 0.69
Pd -0.893 -1.193 0.792 -0.40 0.28 -0.89
H 0.900 1.636 -3.530 -0.23 -0.03 -0.41
C -0.886 0.219 -3.791 0.29 0.24 -0.12
H -1.144 0.305 -4.822 -0.42 0.08 -0.30
C -1.452 -0.588 -2.816 0.98 0.72 -0.61
H 1.989 1.798 -1.073 -0.23 -0.16 -0.07
C -1.268 -1.774 2.558 -0.68 -0.84 4.59
H -2.154 -2.421 2.453 0.45 0.05 0.24
H -1.456 -0.840 3.091 -0.15 -0.38 0.45
H -0.348 -2.247 2.910 -0.24 -0.21 0.25
N 1.823 -0.195 -0.017 -0.75 -0.44 0.17
N 0.234 1.688 0.327 0.16 2.58 0.63
N 1.038 -1.213 0.501 2.52 -0.25 -0.61
N -0.747 0.924 0.906 -1.98 1.71 2.35
C 3.115 -0.511 0.155 -0.35 -0.33 0.07
C 0.183 2.931 0.850 1.97 -2.18 -2.60
H 3.886 0.175 -0.174 -0.06 -0.20 0.09
H 0.877 3.697 0.551 0.10 0.09 -0.08
C 3.183 -1.761 0.768 -0.49 -0.08 0.05
C -0.869 2.979 1.758 -1.42 0.29 1.27
C 1.866 -2.181 0.970 0.59 1.19 -0.71
C -1.432 1.700 1.768 0.40 -1.85 -1.21
H 4.061 -2.306 1.032 0.36 -0.11 0.12
H -1.200 3.814 2.340 0.00 0.36 0.17
H 1.470 -3.073 1.429 0.08 -0.03 -0.06
H -2.270 1.319 2.334 0.04 0.01 -0.05
H -0.480 -1.196 -1.054 -0.16 0.66 -1.39
N -3.898 -1.166 -0.046 1.71 -0.15 0.64
C -2.761 -1.266 0.236 -3.04 0.17 -2.15



No. 4
35
Properties=species:S:1:pos:R:3:forces:R:3 method="wB97M-V/def2-TZVPD" mol_weight_g_mol=384.998 spin_multiplicity=4 homo_lumo_gap_ev="7.3 / 8.4" e_above_lowest_kcal_mol=0.0 charge=0 fmax_ev_per_a=5.8 lumo_energy_ha="0.0205 / 0.0191" total_energy_ev=-113776.8036 s_squared=3.77
H 2.344 -2.763 -0.400 -0.12 -0.01 0.01
N 1.309 -0.923 -0.649 2.36 0.46 -2.54
B 0.545 1.401 -1.317 -0.08 -0.53 0.30
N 1.481 0.162 -1.531 -0.13 -1.57 1.04
C 2.482 -0.131 -2.375 0.06 -0.21 0.46
V -0.216 -0.890 0.547 0.50 0.36 2.03
H 2.776 0.570 -3.144 -0.03 -0.09 0.10
C 3.013 -1.377 -2.036 -0.09 0.25 0.05
H 3.848 -1.875 -2.486 0.09 -0.02 -0.18
C 2.264 -1.844 -0.954 -0.97 1.73 -0.41
H 0.835 2.295 -2.058 -0.07 -0.01 0.03
C -1.535 -1.067 2.919 0.25 0.36 -0.13
H -1.150 -2.070 3.162 -0.20 0.49 -0.21
H -2.569 -1.113 2.554 0.41 -0.11 -0.16
H -1.560 -0.439 3.821 0.16 -0.18 -0.26
N 0.698 1.834 0.193 -0.02 -0.64 1.32
N -0.938 0.923 -1.529 -0.79 -1.46 0.87
N 0.414 0.912 1.211 0.65 2.80 0.00
N -1.455 -0.073 -0.658 -2.26 2.50 -2.63
C 1.142 2.978 0.756 -0.31 -0.55 0.22
C -1.898 1.277 -2.399 -0.29 -0.28 0.72
H 1.427 3.821 0.141 -0.04 -0.14 0.10
H -1.678 2.009 -3.166 -0.14 -0.10 0.10
C 1.127 2.832 2.143 0.07 0.07 -0.22
C -3.085 0.602 -2.078 0.67 0.22 0.08
C 0.666 1.536 2.394 0.01 -0.10 -1.83
C -2.778 -0.213 -0.978 1.81 0.68 -0.47
H 1.420 3.569 2.871 -0.01 -0.01 -0.04
H -4.033 0.713 -2.571 -0.04 -0.05 -0.02
H 0.511 1.022 3.334 0.03 0.09 -0.20
H -3.407 -0.889 -0.417 0.13 -0.02 -0.09
H -0.839 -0.512 2.198 -1.34 -0.44 1.84
Se -0.566 -5.621 1.057 0.04 -0.64 -0.01
C -0.345 -3.925 0.776 0.05 2.93 0.03
N -0.254 -2.729 0.670 -0.36 -5.77 0.12



No. 5
34
Properties=species:S:1:pos:R:3:forces:R:3 method="wB97M-V/def2-TZVPD" mol_weight_g_mol=338.305 spin_multiplicity=5 homo_lumo_gap_ev="7.1 / 9.1" charge=0 fmax_ev_per_a=2.8 lumo_energy_ha="-0.0007 / -0.0009" total_energy_ev=-64108.8554 s_squared=6.02
Cr -0.386 0.240 -1.842 0.13 -1.32 0.33
O 1.796 3.303 -2.694 -0.49 -1.51 1.48
C 1.095 2.512 -2.058 -0.47 1.54 -0.47
O 0.024 1.935 -2.534 0.91 1.44 -1.09
C 1.142 2.367 -0.479 1.14 -0.11 -0.34
C -0.295 2.446 0.063 1.42 -1.62 0.42
C -0.254 2.737 1.555 -0.50 -0.40 -0.56
C 0.308 1.457 2.188 -0.80 -1.38 1.91
C 0.511 0.507 1.029 -0.70 1.46 -1.96
O -0.681 0.963 0.041 1.61 0.62 2.26
C 1.685 1.030 0.216 -0.05 -0.53 -1.95
C 2.241 -0.026 -0.788 -1.29 -1.33 -0.33
O 3.425 -0.290 -0.853 -1.17 0.31 -0.07
O 1.239 -0.703 -1.446 1.96 1.04 1.12
H 1.843 3.144 -0.154 -0.61 0.21 0.09
H -0.967 3.005 -0.566 -0.32 0.01 0.05
H -1.283 2.853 1.847 -0.28 0.40 0.53
H 0.335 3.617 1.758 0.03 0.34 0.16
H -0.440 0.982 2.903 0.72 0.75 -0.78
H 1.230 1.577 2.810 -0.59 0.03 -0.80
H 0.509 -0.582 1.166 -0.39 0.48 -0.01
H 2.507 1.244 0.852 0.71 0.40 0.61
S -2.111 -1.035 -2.605 -0.67 -1.82 0.86
C -1.660 -2.093 -1.240 -1.05 1.85 -1.39
N -0.732 -3.041 -1.375 -1.08 -0.30 2.47
C -0.568 -3.750 -0.093 -0.87 -0.42 0.44
C -1.575 -3.049 0.872 0.50 0.58 0.28
N -2.244 -2.053 0.002 1.56 -1.45 -0.74
H -0.198 -3.228 -2.196 0.12 0.27 -0.39
H 0.387 -3.609 0.383 0.70 -0.12 -0.52
H -0.802 -4.823 -0.148 0.22 0.34 -0.33
H -0.932 -2.577 1.650 -0.82 0.05 -0.31
H -2.278 -3.721 1.388 0.16 0.20 -0.45
H -2.870 -1.338 0.342 0.23 -0.03 -0.48



No. 6
37
Properties=species:S:1:pos:R:3:forces:R:3 method="wB97M-V/def2-TZVPD" mol_weight_g_mol=377.800 homo_lumo_gap_ev=7.4 e_above_lowest_kcal_mol=4.0 charge=-1 fmax_ev_per_a=0.5 lumo_energy_ha=0.0984 total_energy_ev=-76570.3304
Cu -2.532 -1.747 -0.518 -0.31 -0.06 0.23
O 2.957 -4.657 -1.147 0.04 -0.01 0.03
C 1.936 -4.095 -0.848 -0.04 0.14 -0.12
C 1.783 -2.825 -0.042 -0.15 -0.11 0.02
O 2.680 -2.092 0.377 0.20 -0.45 0.05
C 0.378 -2.643 0.125 0.05 0.16 0.15
C -0.411 -3.525 -0.636 0.10 -0.12 -0.18
O -1.652 -3.495 -0.798 -0.06 0.05 -0.04
C 0.524 -4.509 -1.269 0.02 0.00 0.01
O 0.249 -5.426 -2.001 -0.02 -0.02 0.04
O -0.188 -1.682 0.845 0.08 -0.11 -0.09
N -1.490 -0.024 -1.347 0.20 0.00 -0.18
C -1.664 0.940 -0.260 -0.08 0.04 0.17
C -1.299 2.371 -0.646 0.01 0.04 0.05
C 0.197 2.590 -0.910 -0.05 -0.01 0.04
C 0.979 3.092 0.306 0.06 -0.06 0.00
N 0.863 2.303 1.529 -0.08 -0.01 -0.02
C 1.268 0.987 1.627 0.30 0.32 -0.09
N 2.202 0.564 0.719 -0.08 0.30 0.32
N 0.815 0.145 2.492 0.04 -0.03 -0.08
C -3.095 0.833 0.357 -0.04 -0.01 -0.04
O -3.509 1.825 0.959 -0.02 -0.04 0.02
O -3.691 -0.287 0.229 0.29 0.01 -0.10
H -0.514 -0.262 -1.481 0.00 0.08 -0.04
H -1.852 0.350 -2.217 -0.01 -0.05 -0.03
H -1.005 0.596 0.540 -0.01 0.03 0.02
H -1.656 3.032 0.147 0.00 0.01 -0.03
H -1.878 2.639 -1.536 0.00 -0.01 0.00
H 0.334 3.334 -1.701 0.02 0.00 0.01
H 0.657 1.669 -1.273 0.02 -0.04 -0.04
H 0.635 4.095 0.563 0.00 0.01 0.02
H 2.038 3.194 0.049 -0.03 0.01 0.00
H 0.026 2.487 2.060 0.00 0.01 -0.01
H 2.872 1.233 0.382 -0.07 0.04 -0.04
H 2.553 -0.381 0.891 -0.06 0.05 -0.27
H 0.042 0.527 3.027 -0.04 -0.03 -0.01
H 0.450 -1.153 1.406 -0.25 -0.14 0.22



No. 7
38
Properties=species:S:1:pos:R:3:forces:R:3 method="wB97M-V/def2-TZVPD" mol_weight_g_mol=527.471 spin_multiplicity=4 homo_lumo_gap_ev="8.9 / 7.1" e_above_lowest_kcal_mol=0.1 charge=+3 fmax_ev_per_a=0.1 lumo_energy_ha="-0.4104 / -0.4808" total_energy_ev=-38306.2276 s_squared=3.78
Re -1.126 -0.212 -0.545 0.06 0.01 -0.04
O -2.062 -0.014 1.370 0.05 -0.03 0.03
C -1.666 1.031 2.381 -0.02 0.05 0.06
C -0.445 0.570 3.135 0.03 -0.02 -0.03
C 0.671 0.037 2.220 0.00 0.03 -0.01
C 1.087 0.998 1.142 0.03 0.03 -0.06
C 2.101 1.917 1.348 -0.02 -0.05 0.05
C 2.472 2.805 0.351 0.02 0.03 -0.02
C 1.823 2.762 -0.883 -0.03 -0.01 -0.03
C 0.824 1.846 -1.060 0.05 0.02 0.05
N 0.447 0.984 -0.067 -0.12 -0.07 -0.01
H -2.811 -0.541 1.690 -0.01 0.01 -0.02
H -2.532 1.189 3.019 0.00 -0.02 -0.01
H -1.502 1.932 1.792 0.00 0.00 0.00
H -0.703 -0.205 3.857 -0.01 0.00 0.00
H -0.089 1.427 3.712 0.00 0.00 0.01
H 0.374 -0.919 1.781 0.00 -0.01 0.00
H 1.546 -0.187 2.829 -0.01 0.01 0.01
H 2.608 1.922 2.304 0.00 0.00 0.00
H 3.267 3.520 0.526 0.00 0.00 0.00
H 2.092 3.426 -1.693 0.00 0.00 0.01
H 0.300 1.771 -2.006 0.00 0.00 0.00
N 2.690 -3.597 -1.656 -0.03 0.00 -0.04
N 1.498 -3.171 -1.222 0.11 -0.06 -0.03
N 0.660 -4.009 -0.614 -0.04 0.05 0.02
C -0.318 -3.220 -0.252 -0.03 -0.07 0.01
N -0.060 -1.943 -0.633 0.08 0.08 -0.03
N 1.135 -1.940 -1.266 -0.08 0.03 0.03
H 2.720 -4.607 -1.768 -0.03 0.01 0.03
H 3.081 -3.037 -2.405 -0.02 0.01 0.03
H -1.201 -3.558 0.269 0.00 -0.01 0.00
F -2.764 -1.145 -1.688 0.01 0.04 -0.03
C -1.861 -0.320 -2.472 0.01 -0.06 0.03
F -1.490 -0.925 -3.547 -0.02 0.01 0.00
C -2.590 1.033 -2.624 0.00 -0.02 0.00
F -3.849 1.034 -2.826 -0.01 0.00 0.00
F -2.390 1.456 -1.175 0.00 0.01 0.01
F -1.937 1.890 -3.328 0.01 0.01 -0.01